No. 1
A single CH2N2O3S molecule, computed with ωB97M-V/def2-TZVPD.

Each line ends with the natural charge from an NBO analysis.
Geometry (Å):
C (-1.94378, -2.09116, -1.56640)  0.9273
N (-1.25987, -1.57083, -0.73365)  -0.8726
N (-0.02986, 0.20831, 0.34646)  -1.0266
O (-2.50421, -2.55445, -2.43794)  -0.4538
O (-2.51240, -0.15708, 0.86799)  -0.9127
O (-0.80283, -1.78009, 1.67386)  -0.8995
S (-1.23055, -0.83055, 0.72522)  2.4300
H (0.49917, 0.58128, 1.14315)  0.4178
H (-0.62908, 0.88138, -0.04404)  0.3900

Atoms 1-3, force components in eV/Å:
0.69 1.08 1.38
0.64 0.04 0.26
0.34 -0.53 0.95

The value obtained for the LUMO energy is 0.01311 hartree. The HOMO-LUMO gap comes out at 11.640 eV.


No. 2
A molecular structure, C4H8O2S, computed with ωB97M-V/def2-TZVPD.

Each line ends with the natural charge from an NBO analysis.
Geometry (Å):
C (-0.75768, 0.53542, 1.78083)  -0.1423
C (-0.70958, -0.41215, 0.51351)  -0.0486
C (0.95761, -0.12519, -1.58451)  -0.6346
C (1.59792, -0.92320, -0.30900)  -0.0747
H (0.17079, 2.08747, 2.45841)  0.4578
H (-0.62932, -0.11394, 2.67082)  0.2156
H (-1.97873, 0.65115, 1.85777)  0.1506
H (-1.54193, -1.21423, 0.85852)  0.2061
H (1.71270, 0.83443, -1.57240)  0.2379
H (0.96418, -0.96386, -2.47719)  0.2419
H (2.16936, -1.81208, -0.79261)  0.2063
H (2.44065, -0.13324, 0.09104)  0.1776
O (-0.15466, 1.77004, 1.29733)  -0.6660
O (0.40112, -1.27562, 0.45819)  -0.5576
S (-0.73806, 0.14123, -1.22147)  0.2301

Atoms 1-3, force components in eV/Å:
-4.40 -0.51 -4.45
-0.49 -2.65 1.94
3.24 -1.35 -0.03

The value obtained for the LUMO energy is 0.01186 hartree. The HOMO-LUMO gap comes out at 8.838 eV.


No. 3
A gas-phase ion, C3H9NOS2 (charge -1), computed with ωB97M-V/def2-TZVPD.

Each line ends with the natural charge from an NBO analysis.
Geometry (Å):
N (-1.09106, 0.84384, -0.95320)  -0.7988
C (0.09342, 0.08801, -0.49073)  -0.1064
C (1.26056, 0.97927, -0.14329)  -0.0688
O (1.83843, 1.57300, -1.32456)  -0.7530
C (-0.24027, -0.98413, 0.57552)  -0.5407
S (-1.30329, -2.25366, -0.13829)  -0.2068
S (-1.85687, -3.35804, 1.61326)  -0.6674
H (-0.78816, 1.43750, -1.72275)  0.3494
H (-1.25785, 1.47414, -0.17366)  0.3252
H (0.44635, -0.52674, -1.32641)  0.2015
H (0.94964, 1.79587, 0.53080)  0.1465
H (2.10232, 0.42734, 0.27675)  0.1696
H (1.95222, 2.53481, -1.24883)  0.4640
H (-0.90741, -0.46588, 1.26469)  0.1865
H (0.66940, -1.40039, 1.00615)  0.2077
H (-1.86743, -2.16494, 2.25454)  0.0914

Atoms 1-3, force components in eV/Å:
0.81 -0.07 0.66
0.36 -1.20 -1.09
0.65 0.82 0.19

As for the expectation value of S²: 0.753. The spin multiplicity is 2. The value obtained for the LUMO energy (spin up / spin down) is 0.10411 / 0.10281 hartree. The HOMO-LUMO gap (spin up / spin down) comes out at 2.496 / 6.014 eV. Its total charge is -1.


No. 4
2 unconnected molecules or ions with the total composition C14H16O, computed with ωB97M-V/def2-TZVPD.

Each line ends with the natural charge from an NBO analysis.
Geometry (Å):
C (-2.32329, -0.54669, -1.03604)  -0.6241
C (0.07488, 0.01313, -1.50924)  -0.1955
C (-0.93262, -0.92543, -1.49349)  -0.0387
C (1.39346, -0.34319, -1.82615)  -0.2437
C (-0.66071, -2.22194, -1.91593)  -0.1994
C (1.63935, -1.59871, -2.33786)  0.2795
C (0.62407, -2.55499, -2.30058)  -0.2728
O (2.89722, -1.88249, -2.79710)  -0.6821
H (-0.05285, 1.06605, -1.30159)  0.2173
H (2.20085, 0.37024, -1.76888)  0.2197
H (-3.07251, -0.88970, -1.74083)  0.2145
H (-2.38022, 0.52784, -0.84950)  0.2150
H (-1.47251, -2.94095, -1.97557)  0.2113
H (0.87484, -3.57630, -2.57046)  0.2044
H (3.13054, -2.80720, -2.69586)  0.4794
H (-2.52693, -1.01273, -0.06440)  0.2135
C (-2.01738, 1.36096, 2.69747)  -0.6289
C (0.15478, 0.11622, 2.24830)  -0.2262
C (-0.62694, 1.24201, 2.11978)  -0.0169
C (1.49092, 0.15475, 1.82185)  -0.1809
C (-0.13305, 2.36853, 1.44813)  -0.2187
C (1.99497, 1.30037, 1.24496)  -0.2306
C (1.18915, 2.41322, 1.03995)  -0.2091
H (-0.25614, -0.87159, 2.43196)  0.2153
H (2.16762, -0.68355, 1.95909)  0.2125
H (-2.75428, 1.67875, 1.95876)  0.2161
H (-2.00849, 2.08684, 3.51456)  0.2213
H (-0.75037, 3.23955, 1.27426)  0.2103
H (3.02643, 1.28109, 0.92520)  0.2114
H (1.50125, 3.20818, 0.37834)  0.2122
H (-2.39202, 0.42772, 3.12088)  0.2140

Atoms 1-3, force components in eV/Å:
0.50 -0.06 0.48
1.45 0.03 -0.01
-0.90 0.41 -0.10

The value obtained for the LUMO energy is 0.03108 hartree. The HOMO-LUMO gap comes out at 9.205 eV.


No. 5
2 unconnected molecules or ions with the total composition C10H16, computed with ωB97M-V/def2-TZVPD.

Each line ends with the natural charge from an NBO analysis.
Geometry (Å):
C (-0.74673, 0.23189, -2.63818)  -0.6033
C (0.60237, -0.44043, -2.92952)  -0.6075
H (-1.37451, -0.37449, -1.98899)  0.2041
H (-0.56593, 1.20421, -2.18278)  0.1989
H (-1.25537, 0.38880, -3.59038)  0.1998
H (1.09105, -0.72690, -1.99278)  0.2077
H (1.27082, 0.25957, -3.42795)  0.1996
H (0.52108, -1.37258, -3.48837)  0.2011
C (-1.01290, 1.37895, 0.80727)  -0.4172
C (-1.32801, 2.07389, 2.13056)  -0.5947
C (-0.11784, 0.17115, 0.93340)  -0.0011
C (-0.64377, -1.10464, 1.10033)  -0.2225
C (1.26248, 0.30601, 0.86784)  -0.2271
C (0.17688, -2.21270, 1.21260)  -0.2037
C (2.10137, -0.79803, 0.95950)  -0.1946
C (1.56026, -2.07089, 1.13114)  -0.2263
H (-1.94858, 1.07340, 0.32941)  0.2066
H (-0.53052, 2.07788, 0.12120)  0.2052
H (-0.38508, 2.29822, 2.63473)  0.2050
H (-1.72205, -1.21211, 1.16788)  0.2083
H (1.71485, 1.27933, 0.72184)  0.2087
H (-0.25347, -3.19005, 1.39053)  0.2122
H (3.16820, -0.65681, 0.89907)  0.2110
H (2.17749, -2.95902, 1.11206)  0.2135
H (-1.87122, 1.39310, 2.78572)  0.2057
H (-1.89085, 2.98223, 1.93385)  0.2103

Atoms 1-3, force components in eV/Å:
0.55 -0.23 -0.60
0.02 -0.11 0.83
-0.04 0.03 0.04

The value obtained for the LUMO energy is 0.03609 hartree. The HOMO-LUMO gap comes out at 10.067 eV.


No. 6
A molecular structure, C25H17N5O2PdS, computed with ωB97M-V/def2-TZVPD.

Each line ends with the natural charge from an NBO analysis.
Geometry (Å):
Pd (0.08519, 0.02099, -0.22845)  0.9417
O (3.13479, -1.62284, 1.29478)  -0.4447
C (1.95837, -1.44787, 1.25364)  0.6480
N (1.28407, -0.23188, 1.60977)  -0.5394
C (1.21648, 0.27393, 2.80151)  0.3794
C (2.03147, -0.11181, 3.91605)  -0.3051
C (1.89089, 0.52669, 5.09777)  -0.0794
C (0.92864, 1.59145, 5.30295)  -0.1254
C (0.08417, 1.98219, 4.33351)  -0.2256
C (0.13307, 1.35218, 3.02512)  0.3029
N (-0.72506, 1.51792, 2.10714)  -0.4016
C (-1.02741, 1.98009, 0.89748)  0.6030
O (-1.95888, 1.63836, 0.20019)  -0.5717
C (0.06520, 2.80166, 0.23458)  0.1407
C (0.25986, 4.15801, 0.20183)  -0.2104
C (1.27325, 4.64063, -0.62451)  -0.0965
C (2.03652, 3.75082, -1.36046)  -0.2283
C (1.77810, 2.39396, -1.26429)  0.0841
N (0.81462, 1.92257, -0.47618)  -0.4538
C (0.91146, -2.43571, 0.81379)  0.0815
C (1.00629, -3.78266, 1.07657)  -0.1770
C (-0.10158, -4.58618, 0.81954)  -0.1082
C (-1.24963, -3.99854, 0.32407)  -0.2062
C (-1.25693, -2.63688, 0.04781)  0.0824
N (-0.18332, -1.87775, 0.27682)  -0.4170
H (2.77797, -0.87847, 3.76029)  0.2583
H (2.51753, 0.26044, 5.93819)  0.2538
H (0.90672, 2.06238, 6.27555)  0.2560
H (-0.65987, 2.75190, 4.48212)  0.2570
H (-0.36984, 4.81867, 0.77994)  0.2597
H (1.45694, 5.70343, -0.69639)  0.2557
H (2.82925, 4.09464, -2.00840)  0.2584
H (2.36969, 1.67411, -1.81070)  0.2127
H (1.92257, -4.17785, 1.49212)  0.2662
H (-0.06740, -5.64685, 1.02493)  0.2588
H (-2.14267, -4.57515, 0.13278)  0.2604
H (-2.12229, -2.15871, -0.38038)  0.2383
S (0.66191, -0.80119, -4.61235)  0.5600
C (0.95484, -0.39715, -2.98828)  -0.1197
N (-0.09074, -0.40625, -2.19759)  -0.4891
C (-1.25343, -0.68643, -2.90241)  0.1653
C (-2.55780, -0.63833, -2.40090)  -0.2602
C (-3.59046, -0.93502, -3.26087)  -0.1637
C (-3.35108, -1.26272, -4.60375)  -0.1746
C (-2.07412, -1.26713, -5.12173)  -0.1872
C (-1.02421, -0.96268, -4.25373)  -0.2502
H (1.95405, -0.21562, -2.62786)  0.2361
H (-2.74835, -0.31204, -1.38419)  0.2401
H (-4.60958, -0.89228, -2.90348)  0.2402
H (-4.18755, -1.48756, -5.24943)  0.2456
H (-1.89170, -1.48351, -6.16449)  0.2485

Atoms 1-3, force components in eV/Å:
2.48 -0.64 0.53
-0.08 -0.07 0.08
0.29 0.01 0.14

The value obtained for the LUMO energy is -0.30075 hartree. The HOMO-LUMO gap comes out at 6.204 eV. Its total charge is +2.


Energy per entry: -772.7061, -705.6870, -1046.0237, -618.3006, -390.6318, -1912.6562 Eh
Energy above the lowest of the compared OMol25 structures with the same formula, charge and spin per entry: 1.89, 547.66, 93.45, 40.35, 10.74, 116.65 kJ/mol